No. 1
{
  "formula": "C34H50N8",
  "method": "ωB97M-V/def2-TZVPD",
  "de_lowest_kcal_mol": 930.6,
  "mol_weight_g_mol": 570.83,
  "e_lumo_ha": 0.0232,
  "symbols": ["N", "C", "C", "C", "C", "H", "H", "H", "H", "H", "N", "C", "C", "C", "C", "H", "H", "H", "H", "H", "N", "C", "C", "C", "C", "H", "H", "H", "H", "H", "N", "C", "C", "C", "C", "H", "H", "H", "H", "H", "N", "C", "C", "C", "C", "H", "H", "H", "H", "H", "N", "C", "C", "C", "C", "H", "H", "H", "H", "H", "N", "C", "C", "C", "C", "H", "H", "H", "H", "H", "C", "C", "N", "C", "C", "C", "C", "H", "H", "H", "H", "H", "H", "H", "H", "H", "H", "H", "H", "H", "H", "H"],
  "coordinates": [[-12.21345, -18.13591, 9.79303], [-12.76274, -17.09537, 10.45831], [-11.94094, -16.71312, 11.52350], [-10.77099, -17.39964, 11.30682], [-11.02872, -18.42619, 10.36205], [-12.78343, -18.70515, 9.18379], [-13.76832, -16.77730, 10.22584], [-12.27502, -15.89735, 12.14744], [-9.80817, -17.16207, 11.73452], [-10.29665, -19.14128, 10.01689], [-11.81355, -14.39842, 18.89554], [-12.38901, -13.85701, 17.82981], [-11.98105, -14.62156, 16.70509], [-11.25626, -15.68536, 17.19066], [-11.06719, -15.44288, 18.58446], [-12.07592, -14.23373, 19.85686], [-12.85449, -12.88257, 17.84428], [-12.14429, -14.36002, 15.67003], [-10.68775, -16.54196, 16.85987], [-10.56350, -15.97596, 19.37725], [-11.18642, -10.49915, 12.81312], [-10.22327, -11.19778, 13.51905], [-9.02439, -10.82677, 13.05496], [-9.19531, -9.96629, 12.01103], [-10.54564, -9.76745, 11.86910], [-12.18527, -10.46529, 12.95886], [-10.43710, -11.95889, 14.25485], [-8.09419, -11.28560, 13.35598], [-8.41351, -9.45550, 11.46854], [-11.05980, -9.15593, 11.14241], [-13.22988, -12.77489, 10.68691], [-14.41329, -13.17490, 11.22236], [-14.16106, -13.73940, 12.42449], [-12.83540, -13.42743, 12.78483], [-12.22658, -12.92453, 11.59938], [-13.09986, -12.39658, 9.75951], [-15.29136, -13.17700, 10.59357], [-14.86580, -14.21237, 13.09237], [-12.32798, -13.55532, 13.72959], [-11.18510, -12.66037, 11.49008], [-10.99874, -15.58772, 9.61534], [-11.53017, -16.32474, 8.59079], [-11.55263, -15.57157, 7.45645], [-11.08281, -14.28533, 7.87666], [-10.60998, -14.32167, 9.21218], [-10.94018, -15.95135, 10.55579], [-12.00147, -17.29048, 8.69866], [-11.99281, -15.79399, 6.49563], [-11.14304, -13.36689, 7.31165], [-10.20907, -13.59977, 9.90827], [-7.84115, -14.01524, 16.48630], [-8.90375, -14.65491, 17.00482], [-9.46980, -13.76100, 17.93655], [-8.63444, -12.64625, 18.09566], [-7.62819, -12.80685, 17.11139], [-7.17414, -14.36048, 15.81103], [-9.19371, -15.64686, 16.69118], [-10.34414, -13.90742, 18.55339], [-8.74184, -11.82479, 18.78853], [-6.75061, -12.19083, 16.98183], [-12.87853, -9.90335, 15.29119], [-12.70658, -11.09086, 15.95894], [-12.62871, -12.13349, 15.07092], [-12.66828, -11.57532, 13.83098], [-13.04729, -10.33025, 13.98833], [-13.00815, -9.02549, 15.77356], [-12.55931, -11.01754, 17.02634], [-12.52383, -13.18061, 15.31370], [-12.59306, -12.22875, 12.97439], [-13.41540, -9.68963, 13.20062], [-9.43026, -15.11758, 11.15878], [-10.59036, -14.49566, 12.02032], [-10.19865, -14.58823, 13.44119], [-10.25637, -13.30920, 14.13254], [-9.51056, -13.42267, 15.41481], [-10.78640, -15.74490, 14.09332], [-12.24009, -15.71787, 14.44316], [-9.29627, -16.16750, 11.41917], [-8.45005, -14.73954, 11.44928], [-9.41439, -14.92959, 10.08523], [-10.69128, -13.44905, 11.73304], [-11.53352, -15.01277, 11.84380], [-9.88110, -12.47361, 13.54173], [-11.32475, -13.10465, 14.20200], [-9.11208, -12.52378, 15.88525], [-10.24266, -13.75592, 16.15038], [-8.72712, -14.16782, 15.55291], [-10.21913, -15.89965, 15.01112], [-10.51885, -16.64312, 13.53680], [-12.69469, -14.93554, 15.05096], [-12.59577, -16.59717, 14.98022], [-12.82831, -15.72447, 13.52553]]
}

=====

No. 2
{
  "formula": "C34H51BBr3Cl16N2O5P",
  "method": "ωB97M-V/def2-TZVPD",
  "smiles": "CCP(C)c1c(N=C=O)c2c(c(B(C)O)c1[C@H](Br)[C@@H](C)Br)C(=O)N(CC(=O)Br)C2=O.ClCCCl.ClCCCl.ClCCCl.ClCCCl.ClCCCl.ClCCCl.ClCCCl.ClCCCl",
  "mol_weight_g_mol": 1416.54,
  "e_lumo_ha": -0.0349,
  "symbols": ["C", "C", "P", "C", "C", "C", "N", "C", "O", "C", "C", "C", "B", "C", "O", "C", "C", "Br", "C", "C", "Br", "C", "O", "N", "C", "C", "O", "Br", "C", "O", "H", "H", "H", "H", "H", "H", "H", "H", "H", "H", "H", "H", "H", "H", "H", "H", "H", "H", "H", "Cl", "C", "C", "Cl", "H", "H", "H", "H", "Cl", "C", "C", "Cl", "H", "H", "H", "H", "Cl", "C", "C", "Cl", "H", "H", "H", "H", "Cl", "C", "C", "Cl", "H", "H", "H", "H", "Cl", "C", "C", "Cl", "H", "H", "H", "H", "Cl", "C", "C", "Cl", "H", "H", "H", "H", "Cl", "C", "C", "Cl", "H", "H", "H", "H", "Cl", "C", "C", "Cl", "H", "H", "H", "H"],
  "coordinates": [[-4.04366, 2.99325, 0.50846], [-2.99742, 2.94061, 1.70476], [-2.27786, 1.24088, 2.05538], [-0.50989, 1.47245, 2.72233], [-2.03999, 0.24936, 0.46036], [-1.39446, 0.99302, -0.68450], [-0.94486, 2.39210, -0.55875], [0.30187, 2.42449, -0.64474], [1.44696, 2.50290, -0.48335], [-1.18707, 0.34047, -1.98863], [-1.62175, -1.07932, -2.14003], [-2.21876, -1.82384, -1.01562], [-2.61688, -3.37296, -1.34296], [-1.41746, -4.45154, -1.12440], [-3.88061, -3.76316, -1.81723], [-2.45830, -1.18925, 0.33775], [-3.10249, -1.95564, 1.54570], [-1.97508, -3.49224, 2.16047], [-4.63204, -2.34042, 1.32613], [-4.94468, -3.88793, 1.28766], [-5.64312, -1.62668, 2.91258], [-1.31932, -1.51239, -3.60821], [-1.60579, -2.51616, -4.20791], [-0.61347, -0.35679, -4.14858], [0.69713, -0.82232, -4.67224], [1.11807, 0.07980, -5.90548], [2.21021, 0.56005, -5.94298], [-0.16500, 0.38532, -7.37217], [-0.59442, 0.85414, -3.34289], [-0.23840, 1.94966, -3.68010], [-5.07879, 3.16746, 0.91951], [-4.03120, 2.09922, -0.17178], [-3.77951, 3.88776, -0.13707], [-3.45062, 3.37554, 2.63924], [-2.13388, 3.62467, 1.42844], [-0.51722, 2.24886, 3.56022], [0.23918, 1.72769, 1.91492], [-0.23736, 0.47844, 3.19707], [-1.06542, -4.77877, -2.15694], [-1.76669, -5.38105, -0.58973], [-0.52984, -4.01827, -0.59064], [-3.75908, -4.48950, -2.46436], [-3.07601, -1.23229, 2.41708], [-5.05527, -1.78252, 0.43694], [-4.22467, -4.49936, 0.68336], [-5.10097, -4.31283, 2.32579], [-5.95447, -3.99538, 0.77529], [1.46250, -0.74914, -3.84314], [0.69902, -1.89491, -5.02608], [1.67331, -3.55724, -5.74329], [1.68483, -5.13503, -6.57486], [0.30653, -5.53698, -7.05535], [-0.79122, -5.91668, -5.70389], [2.10236, -5.87419, -5.89132], [2.36111, -5.03850, -7.42417], [0.37583, -6.43534, -7.66832], [-0.15432, -4.75135, -7.65491], [-0.60383, 5.76813, 5.25821], [-1.18468, 5.04302, 6.77930], [-0.87248, 3.56628, 6.86124], [-1.82161, 2.61785, 5.69102], [-2.25448, 5.23073, 6.85610], [-0.68760, 5.57338, 7.59277], [-1.12379, 3.18830, 7.85363], [0.18438, 3.36761, 6.68053], [2.53950, -7.04673, -9.18726], [2.55057, -8.62326, -10.01763], [1.17321, -9.02345, -10.49651], [0.07617, -9.40044, -9.14464], [2.96828, -9.36207, -9.33388], [3.22607, -8.52816, -10.86880], [1.24210, -9.92303, -11.10954], [0.71349, -8.23749, -11.09595], [3.91124, 2.70926, 2.52459], [4.53391, 3.18461, 0.92213], [5.81642, 2.46728, 0.57565], [7.18400, 2.99169, 1.59473], [4.66090, 4.26730, 0.91735], [3.76351, 2.92987, 0.19371], [6.09296, 2.68046, -0.45616], [5.70805, 1.38872, 0.68230], [11.15008, 1.72707, -1.82515], [10.74115, 3.44446, -1.58460], [9.37172, 3.62493, -0.96787], [8.06421, 3.15975, -2.08531], [10.81617, 3.94775, -2.54869], [11.50177, 3.86119, -0.92297], [9.21424, 4.67481, -0.71698], [9.26180, 3.03885, -0.05731], [5.43323, -0.72694, -0.56125], [4.21240, -0.98122, 0.71463], [3.35322, -2.19847, 0.45199], [2.27527, -1.97284, -0.95031], [3.60976, -0.07517, 0.79116], [4.75698, -1.10719, 1.65161], [2.71358, -2.39182, 1.31429], [3.96005, -3.08606, 0.27238], [-3.82700, 6.48442, 5.19183], [-4.42292, 8.00671, 5.89896], [-3.40297, 8.64905, 6.81268], [-3.14659, 7.70630, 8.30329], [-5.35410, 7.79401, 6.42431], [-4.64714, 8.67552, 5.06680], [-3.75106, 9.63646, 7.11899], [-2.43900, 8.76644, 6.31697], [-3.07239, -0.42938, 7.17031], [-4.38559, 0.07880, 8.26073], [-5.45361, 0.87208, 7.54058], [-4.87024, 2.47218, 7.01454], [-3.94457, 0.65086, 9.07720], [-4.81967, -0.83107, 8.67788], [-6.29681, 1.04815, 8.21021], [-5.82189, 0.34201, 6.66189]]
}